DFT (ωB97M-V/def2-TZVPD) results for C37H31Cl5N3O4ReS2 as an isolated structure at a distorted geometry.

Geometry as XYZ:
```
83
Properties=species:S:1:pos:R:3:forces:R:3
Re 0.0811 -0.0890 -0.7155 -0.964 0.609 0.088
O -2.0124 -0.6342 2.9137 0.691 -0.522 -0.659
S -0.6274 -0.5354 2.4925 -0.831 0.332 1.208
O -0.1323 0.8133 2.4369 0.559 0.483 -0.360
N -0.2954 -1.1845 1.0569 0.005 0.042 -0.149
C -0.4899 -2.5455 0.8520 -0.416 -1.022 -1.198
C -0.7550 -3.5456 1.7467 0.146 0.195 0.797
C -0.7820 -4.9145 1.3878 -0.359 -0.318 0.085
C -0.5723 -5.2906 0.1068 0.211 -0.313 -0.922
C -0.3003 -4.3055 -0.8850 -0.357 -0.634 -0.283
C 0.0111 -4.5961 -2.2395 -0.854 -0.352 0.766
C 0.2310 -3.5980 -3.1348 0.198 0.504 0.092
C 0.1749 -2.2859 -2.6913 -0.282 -1.250 0.994
N -0.0818 -2.0199 -1.4105 0.156 1.619 -1.710
C -0.3646 -2.9635 -0.5209 0.720 -0.559 1.457
C 0.3290 -1.4528 3.6478 0.672 -0.381 0.745
C 1.6512 -1.8656 3.3860 -1.695 -0.500 2.479
C 2.3161 -2.6096 4.3501 -0.256 0.208 -0.376
C 1.7354 -2.8413 5.5976 1.642 -0.460 0.693
C 0.4553 -2.4331 5.8629 -0.298 0.995 -0.756
C -0.2693 -1.7507 4.8729 0.345 -0.479 -0.389
H -0.8631 -3.2584 2.7760 -0.217 -0.306 0.231
H -0.9904 -5.7279 2.0954 0.083 0.779 0.037
H -0.6120 -6.3375 -0.1865 0.106 0.181 0.062
H -0.0710 -5.6200 -2.5445 0.371 -0.446 -0.182
H 0.4882 -3.7272 -4.1623 -0.039 -0.480 -0.473
H 0.3033 -1.4893 -3.3665 0.298 0.914 -0.360
H 2.1601 -1.6095 2.5399 1.000 0.617 -2.427
H 3.2938 -2.9913 4.0846 0.107 0.105 0.331
H 2.3898 -3.2643 6.4053 -0.940 0.156 -0.882
H 0.0521 -2.5150 6.8441 -0.383 -0.319 0.519
H -1.3113 -1.5104 4.9896 -0.135 0.222 0.279
Cl 2.3515 5.3505 -4.6792 0.585 1.865 -0.516
C 1.6866 3.9357 -4.1729 -2.597 -2.081 0.523
C 2.3938 2.7610 -4.1891 -0.077 -1.011 0.167
Cl 4.0131 2.8088 -4.7249 0.376 -0.222 -0.071
C 1.8189 1.5176 -3.7825 0.190 1.640 0.263
Cl 2.7507 0.1293 -3.9123 0.366 -1.183 -0.025
C 0.5633 1.4956 -3.1922 -0.305 0.380 -0.234
O -0.0133 0.4376 -2.6475 0.391 -0.553 0.232
C -0.2024 2.6626 -3.2691 -0.935 0.226 -0.294
Cl -1.8980 2.6086 -2.7901 0.793 -0.055 -0.164
C 0.2908 3.8081 -3.8299 1.492 1.103 0.224
Cl -0.6908 5.2003 -3.9482 -0.220 0.378 -0.088
O 0.1415 1.8973 -0.3025 -0.114 1.831 0.751
S -0.5291 2.9040 0.7230 0.106 -0.815 0.153
C 0.7998 3.5375 1.7919 0.545 0.029 -0.551
C 1.2993 4.8981 1.2736 -1.045 -0.504 0.032
C -0.0219 5.5790 0.7899 0.984 0.517 -0.095
C -0.7096 4.4893 -0.0761 0.417 1.427 -0.724
H 1.5779 2.7797 1.7272 -0.154 -0.233 0.594
H 0.3215 3.6451 2.7706 0.314 -0.342 -0.049
H 2.0711 4.7687 0.5078 -0.550 -0.002 -0.393
H 1.8527 5.3461 2.0807 -0.209 0.650 0.472
H 0.1334 6.5403 0.2423 0.055 -0.980 -0.065
H -0.6989 5.9248 1.6076 0.602 -0.776 -0.199
H -0.3043 4.3851 -1.0924 0.148 0.148 0.310
H -1.7254 4.8275 -0.1709 -0.761 -0.676 -0.200
C 4.8215 -0.6936 0.0163 2.333 1.737 1.065
C 3.9669 -1.7162 0.1339 -2.919 -2.343 -0.300
C 2.6253 -1.5474 -0.2272 0.677 0.912 0.170
C 2.1488 -0.2820 -0.6306 -0.642 -0.995 0.991
C 3.0270 0.7854 -0.6034 2.092 -0.352 -0.358
C 4.4116 0.5917 -0.2999 -2.316 -0.109 -0.799
H 5.8331 -0.8402 0.3736 0.227 0.022 -0.312
H 4.1777 -2.7269 0.5000 0.674 0.516 -0.137
H 1.9524 -2.3763 -0.0928 0.003 -0.216 -0.086
H 2.6951 1.7278 -0.9837 -0.137 0.714 0.156
H 5.0810 1.4297 -0.3759 0.273 0.040 0.127
C -6.5062 -0.2266 -1.0357 0.326 -0.079 0.804
C -4.9993 -0.0442 -1.0273 -0.367 0.960 0.760
C -4.1341 -0.4679 -2.0397 -0.907 0.284 1.395
C -2.7988 -0.3970 -1.8069 0.963 0.146 -0.800
N -2.2554 0.1039 -0.7014 0.914 0.234 0.167
C -3.0541 0.6749 0.2141 -0.547 -0.825 -1.575
C -4.4122 0.6518 0.0512 -0.910 -0.650 -0.155
H -7.0058 0.0251 -0.0702 0.683 0.047 -0.687
H -6.7357 -1.2645 -1.2114 -0.083 -0.463 -0.216
H -6.9685 0.3415 -1.8184 -0.253 0.376 -0.481
H -4.4674 -0.8485 -2.9593 -0.572 -0.587 -0.968
H -2.1124 -0.6813 -2.6171 -0.233 -0.006 0.582
H -2.6692 1.1410 1.0661 0.985 0.409 1.062
H -5.0354 1.1003 0.8228 0.056 -0.154 -0.194
```
Positions in Å, forces in eV/Å.

- ΔE to the lowest compared entry with this formula, charge and spin: 44.2 kJ/mol
- Charge: +1
- <S²>: 3.778
- Multiplicity: 4
- Largest force on an atom: 3.755 eV Å⁻¹
- Lowest unoccupied orbital energy (alpha / beta): -0.109 / -0.133 hartree

These are the Mulliken partial charges, in e, on atoms 1 to 6:
1. Re 1.139
2. O -0.808
3. S 1.793
4. O -0.781
5. N 0.716
6. C 0.123

---

DFT (ωB97M-V/def2-TZVPD) results for a 2-piece molecular cluster, C2HClN2 overall at a distorted geometry.

Geometry as XYZ:
```
6
Properties=species:S:1:pos:R:3:forces:R:3
C -1.2524 1.1097 0.7742 -0.227 0.804 0.658
C 0.2412 -1.3613 -1.5798 -0.795 -0.208 -0.526
N -1.2127 2.0574 1.4181 0.168 -0.196 -0.192
N 1.1522 -1.2308 -0.8726 1.516 0.547 1.043
Cl 2.4609 -0.8050 0.0416 -0.722 -0.317 -0.486
H -1.3892 0.2300 0.2185 0.061 -0.629 -0.497
```
Positions in Å, forces in eV/Å.

- ΔE to the lowest compared entry with this formula, charge and spin: 244.9 kJ/mol
- Charge: 0
- Multiplicity: 1
- Largest force on an atom: 1.919 eV Å⁻¹
- Lowest unoccupied orbital energy: -0.007 hartree

Charges in e, computed with natural (NBO), in the same order as the atoms:
1. C 0.069
2. C 0.299
3. N -0.302
4. N -0.599
5. Cl 0.304
6. H 0.229

---

DFT (ωB97M-V/def2-TZVPD) results for one molecule with the formula C5H16OSSi2.

Geometry as XYZ:
```
25
Properties=species:S:1:pos:R:3:forces:R:3
C 1.3609 -2.0086 0.4050 -0.090 0.073 -0.101
C 2.1665 -1.1056 -0.5393 0.041 -0.037 0.013
C 1.7382 0.3694 -0.6206 -0.045 0.058 -0.020
C 1.6445 1.1433 0.7154 0.077 0.000 -0.037
C 0.3295 1.9208 0.9238 0.174 0.050 0.006
Si -1.2854 0.9988 0.8554 0.087 -0.034 0.061
O -1.7227 0.7917 -0.7321 -0.045 -0.012 0.073
Si -2.9006 -0.0846 -1.4455 0.007 -0.012 -0.190
S -4.5043 -0.4104 -0.0677 -0.107 -0.038 0.004
H 0.5023 -2.4508 -0.1068 -0.004 0.076 0.041
H 1.9659 -2.8300 0.7937 -0.002 0.022 -0.099
H 0.9747 -1.4650 1.2661 0.025 0.020 0.049
H 2.0957 -1.5175 -1.5509 0.121 0.013 0.044
H 3.2286 -1.1530 -0.2778 -0.069 0.065 0.099
H 0.7888 0.4524 -1.1593 -0.010 -0.104 0.094
H 2.4728 0.8718 -1.2574 -0.108 0.001 -0.037
H 1.8135 0.4717 1.5619 -0.100 -0.032 -0.048
H 2.4642 1.8667 0.7569 -0.007 -0.075 0.051
H 0.3463 2.4182 1.9028 0.049 -0.010 -0.071
H 0.2653 2.7294 0.1842 -0.040 -0.034 0.040
H -2.3390 1.7804 1.5397 0.016 0.037 -0.023
H -1.1943 -0.3253 1.5130 0.016 0.001 0.004
H -3.3900 0.6789 -2.6041 0.033 0.018 -0.004
H -2.3822 -1.4006 -1.8653 -0.044 -0.023 0.007
H -4.4392 -1.7420 -0.1911 0.025 -0.026 0.044
```
Positions in Å, forces in eV/Å.

- ΔE to the lowest compared entry with this formula, charge and spin: 80.3 kJ/mol
- Charge: 0
- Multiplicity: 1
- Largest force on an atom: 0.190 eV Å⁻¹
- Lowest unoccupied orbital energy: 0.026 hartree
- SMILES: CCCCC[SiH2]O[SiH2]S

These are the natural (NBO) partial charges, in e, on atoms 1 to 6:
1. C -0.618
2. C -0.393
3. C -0.408
4. C -0.395
5. C -0.891
6. Si 1.459